No. 1
{"formula": "C24H23ClN5O3PtS3Sb", "method": "ωB97M-V with the def2-TZVPD basis set", "species": ["Pt", "S", "Sb", "S", "S", "C", "C", "C", "C", "C", "C", "N", "N", "C", "C", "C", "C", "C", "N", "H", "H", "H", "H", "H", "H", "H", "H", "H", "C", "N", "N", "C", "O", "C", "C", "C", "C", "C", "C", "C", "C", "C", "H", "H", "H", "H", "H", "H", "H", "H", "H", "H", "H", "H", "Cl", "C", "C", "O", "O", "H", "H"], "positions_angstrom": [[0.233, 1.117, -1.938], [4.008, 3.407, -1.357], [2.054, 4.576, -2.036], [1.807, 2.774, -3.630], [0.578, 3.149, -0.670], [4.598, -0.403, 1.389], [4.786, -1.177, 0.250], [3.926, -1.076, -0.821], [2.829, -0.193, -0.756], [2.643, 0.574, 0.397], [3.528, 0.477, 1.450], [1.926, -0.133, -1.785], [2.211, -0.714, -2.876], [1.429, -0.676, -3.947], [1.700, -1.508, -5.054], [0.957, -1.358, -6.196], [-0.063, -0.403, -6.231], [-0.303, 0.353, -5.102], [0.425, 0.232, -4.006], [5.279, -0.481, 2.223], [5.610, -1.871, 0.205], [4.065, -1.664, -1.715], [1.804, 1.253, 0.427], [3.381, 1.077, 2.333], [2.486, -2.237, -4.957], [1.165, -1.960, -7.065], [-0.657, -0.253, -7.115], [-1.080, 1.105, -5.092], [-2.207, -1.833, 4.061], [-2.364, -1.090, 2.841], [-1.449, -0.159, 2.439], [-1.600, 0.058, 1.054], [-0.878, 0.826, 0.413], [-2.702, -0.769, 0.677], [-3.114, -1.465, 1.778], [-4.178, -2.481, 1.907], [-0.857, 0.718, 3.365], [-1.517, 1.065, 4.545], [-0.910, 1.933, 5.433], [0.324, 2.490, 5.136], [0.963, 2.163, 3.951], [0.391, 1.258, 3.079], [-1.302, -1.498, 4.565], [-2.117, -2.897, 3.833], [-3.065, -1.695, 4.721], [-3.116, -0.870, -0.302], [-4.688, -2.591, 0.956], [-4.897, -2.189, 2.671], [-3.757, -3.446, 2.186], [-2.502, 0.685, 4.765], [-1.412, 2.194, 6.351], [0.783, 3.186, 5.819], [1.912, 2.616, 3.703], [0.889, 0.958, 2.176], [-2.124, 1.836, -2.541], [-2.954, 0.308, -2.815], [-2.120, -0.972, -2.434], [-2.724, -2.017, -2.549], [-0.938, -0.838, -2.027], [-3.230, 0.229, -3.867], [-3.866, 0.301, -2.216]], "nbo_charge": [1.1236, -0.2968, 0.9347, -0.3315, -0.4147, -0.1319, -0.2103, -0.1485, 0.0197, -0.0982, -0.2321, -0.0677, -0.1163, 0.2652, -0.1527, -0.1548, -0.1883, 0.0582, -0.4847, 0.2312, 0.2337, 0.2398, 0.2380, 0.2292, 0.2467, 0.2439, 0.2432, 0.2178, -0.4244, -0.1889, -0.2577, 0.6240, -0.7371, -0.4181, 0.2769, -0.6601, 0.2012, -0.2509, -0.1950, -0.2123, -0.1910, -0.2360, 0.2411, 0.2153, 0.2144, 0.2324, 0.2498, 0.2364, 0.2359, 0.2198, 0.2244, 0.2225, 0.2120, 0.2208, 0.1019, -0.5258, 0.7699, -0.6246, -0.7765, 0.2461, 0.2571], "de_lowest_kj_mol": 126.8, "spin_multiplicity": 2, "charge": 1, "gap_ev": [4.671, 4.647], "energy_ha": -3441.81704}

***

No. 2
{"formula": "C9H16ClIN2O2PTl", "method": "ωB97M-V with the def2-TZVPD basis set", "species": ["C", "C", "H", "H", "H", "O", "I", "Tl", "P", "C", "C", "H", "H", "H", "C", "H", "H", "H", "H", "H", "H", "C", "O", "Cl", "N", "C", "C", "N", "C", "H", "H", "H", "H"], "positions_angstrom": [[-1.075, 0.215, -0.760], [-0.917, -0.432, 0.580], [-1.980, 0.839, -0.741], [-1.126, -0.498, -1.604], [-0.220, 0.875, -0.976], [-1.590, -0.067, 1.594], [1.487, 0.025, 1.359], [1.569, 1.103, -3.558], [-0.415, -2.296, 0.543], [-0.481, -2.872, 2.233], [-1.743, -3.101, -0.355], [1.043, -2.220, -1.366], [1.102, -3.793, -0.504], [1.976, -2.376, 0.175], [1.081, -2.700, -0.373], [-1.640, -2.925, -1.430], [-1.667, -4.177, -0.163], [-0.847, -3.907, 2.207], [-1.185, -2.246, 2.792], [-2.715, -2.737, -0.010], [0.508, -2.840, 2.699], [-0.397, 1.377, 3.032], [-1.152, 1.955, 3.646], [0.226, -1.133, -3.519], [1.899, 4.154, -0.154], [0.588, 4.580, -0.353], [-0.021, 3.602, -1.093], [0.900, 2.603, -1.344], [2.035, 2.946, -0.743], [2.635, 4.641, 0.346], [0.207, 5.515, 0.007], [-1.032, 3.528, -1.454], [2.950, 2.363, -0.714]], "mulliken_charge": [0.0468, 0.3950, 0.3992, 0.1946, -0.4791, -0.6217, 0.2047, 0.9921, 1.0035, -1.2704, -1.2967, 0.1523, 0.4067, 0.4621, -0.9229, 0.3435, 0.4753, 0.4419, 0.4010, 0.4221, 0.3870, 0.1001, -0.1064, -0.2606, -0.0559, -0.3426, -0.4223, -0.2066, -0.4052, 0.2273, 0.4353, 0.4399, 0.4601], "de_lowest_kj_mol": 110.5, "charge": 2, "gap_ev": [6.520, 4.259], "energy_ha": -1883.59160}

***

No. 3
{"formula": "C19H23N3O3", "method": "ωB97M-V with the def2-TZVPD basis set", "species": ["C", "C", "C", "C", "C", "O", "C", "C", "O", "N", "C", "C", "C", "N", "C", "O", "C", "C", "C", "C", "C", "N", "C", "C", "C", "H", "H", "H", "H", "H", "H", "H", "H", "H", "H", "H", "H", "H", "H", "H", "H", "H", "H", "H", "H", "H", "H", "H"], "positions_angstrom": [[-4.993, -1.299, -1.052], [-3.946, -0.372, -0.512], [-3.872, 0.938, -0.953], [-2.914, 1.820, -0.479], [-1.991, 1.380, 0.458], [-0.992, 2.131, 1.002], [-0.663, 3.385, 0.446], [0.831, 3.627, 0.709], [1.276, 4.683, 1.106], [1.558, 2.537, 0.427], [2.968, 2.415, 0.689], [3.808, 2.324, -0.591], [3.278, 1.282, -1.584], [3.097, -0.027, -1.005], [1.889, -0.522, -0.691], [0.842, 0.091, -0.845], [1.923, -1.902, -0.125], [0.728, -2.537, 0.200], [0.787, -3.814, 0.731], [2.029, -4.402, 0.914], [3.161, -3.682, 0.556], [3.117, -2.464, 0.050], [-2.069, 0.067, 0.920], [-3.028, -0.809, 0.450], [-3.079, -2.216, 0.968], [-5.642, -1.657, -0.252], [-4.534, -2.170, -1.519], [-5.607, -0.794, -1.793], [-4.583, 1.290, -1.687], [-2.906, 2.836, -0.841], [-1.250, 4.189, 0.905], [-0.821, 3.397, -0.640], [1.070, 1.716, 0.079], [3.269, 3.297, 1.259], [3.137, 1.521, 1.302], [3.808, 3.292, -1.094], [4.836, 2.084, -0.312], [2.299, 1.596, -1.955], [3.967, 1.205, -2.430], [3.896, -0.609, -0.796], [-0.202, -2.017, 0.031], [-0.117, -4.341, 0.998], [2.122, -5.395, 1.325], [4.152, -4.098, 0.680], [-1.348, -0.247, 1.660], [-2.917, -2.929, 0.158], [-4.055, -2.429, 1.403], [-2.320, -2.373, 1.730]], "nbo_charge": [-0.6241, -0.0829, -0.1699, -0.3107, 0.3192, -0.4988, -0.1540, 0.6603, -0.6293, -0.6387, -0.2276, -0.4073, -0.2329, -0.5969, 0.6480, -0.6527, 0.0886, -0.2054, -0.1676, -0.2410, 0.0421, -0.4286, -0.2714, 0.0901, -0.6545, 0.2121, 0.2117, 0.2161, 0.2053, 0.2172, 0.2022, 0.1938, 0.4361, 0.2376, 0.1892, 0.2163, 0.2010, 0.2281, 0.2033, 0.4260, 0.2488, 0.2222, 0.2239, 0.1966, 0.2140, 0.2126, 0.2199, 0.2121], "de_lowest_kj_mol": 121.7, "smiles": "Cc1ccc(OCC(=O)NCCCNC(=O)c2ccccn2)cc1C", "gap_ev": 8.279, "energy_ha": -1127.85427}

***

No. 4
{"formula": "C4H7FN2", "method": "ωB97M-V with the def2-TZVPD basis set", "species": ["H", "N", "C", "N", "C", "C", "C", "F", "H", "H", "H", "H", "H", "H"], "positions_angstrom": [[-2.258, -2.063, 0.285], [-2.022, -0.998, 0.026], [-0.729, -0.941, -0.137], [-0.099, 0.215, -0.350], [-1.054, 1.235, 0.073], [1.245, 0.502, -0.185], [2.158, -0.477, 0.037], [3.560, -0.258, 0.015], [0.004, -1.855, -0.258], [-2.004, 1.375, -0.779], [-1.479, 0.943, 1.154], [-0.778, 2.291, 0.099], [1.526, 1.609, 0.084], [1.930, -1.578, -0.065]], "nbo_charge": [0.3523, -0.6973, 0.2800, -0.4544, -0.4387, -0.0763, 0.1523, -0.3522, 0.1579, 0.2249, 0.2256, 0.2132, 0.2414, 0.1713], "de_lowest_kj_mol": 284.8, "smiles": "[H]/N=C/N(C)/C=C/F", "gap_ev": 9.538, "energy_ha": -365.87000}